The following is a DFT calculation (the ωB97M-V functional and the def2-TZVPD basis) of C14H45N9O7P3S2 as an isolated structure.

Largest force on an atom, eV/Å: 4.45
Orbital gap, eV: 7.17
E_HOMO, eV: -4.85

```
! RIJCOSX wB97M-V def2-TZVPD def2/J DEFGRID3
* xyz -1 1
H 6.4677 0.9657 -1.0714
C -0.5850 1.2639 2.5148
H 4.9591 -1.6399 -1.8189
H 1.5351 -3.7135 5.0637
H -3.0817 0.5338 6.0913
C -2.9350 -0.1918 -1.1783
P -0.4620 -0.8789 4.0882
H 3.4048 -1.8124 1.4093
C -1.4892 -1.4397 6.5343
C 1.0413 -3.0902 4.3128
C -2.6034 0.1667 5.1833
H 0.0733 2.0763 5.1207
H 0.6442 1.3751 -3.9956
H -2.5013 1.0126 4.5048
H 1.1727 -0.2534 -1.1696
H 2.5015 -1.9500 6.0036
H -3.2657 -0.5704 4.7166
C -3.1435 -1.4059 -3.2416
P 5.7771 0.0143 -3.0079
H -2.3537 0.5961 -0.7021
H 0.3219 1.9714 -5.6295
N 3.4544 -2.1792 0.4702
O 5.8455 -1.3414 -2.0813
H -4.8145 2.3867 -5.7203
H 2.4832 -2.2243 -1.3629
H 1.4051 -2.3777 0.0040
H 1.5896 1.1674 5.0448
H -2.6787 -1.1289 -0.6789
H -5.0029 1.2390 -2.4219
N -1.3493 1.0967 -4.6919
H 1.7069 -0.4107 6.1683
C 1.8887 -0.3749 -0.3545
H -0.2634 2.8667 -4.2439
H -3.1967 1.8567 -6.1488
C 1.9429 -1.1930 5.4470
H -4.6683 2.9137 -2.8896
H -2.0655 -0.6156 -5.6924
O 4.3741 0.5836 -0.0327
N -1.2746 -0.3996 5.5115
N 3.1296 1.4838 -2.0477
H 7.3150 1.5035 -2.3773
H -2.6462 -1.6485 -4.1701
H -3.4047 3.2939 -5.1382
O 2.4415 2.0338 0.2542
C 0.7886 1.5814 4.4491
H 1.7023 -3.0104 3.4415
H -4.2200 -1.2996 -3.4398
C -0.0987 1.8643 -4.6272
H 2.6025 -0.7882 4.6699
N 0.7356 -1.7922 4.9090
N 6.3882 1.2693 -2.0407
O 2.9409 -0.8511 -3.1090
H -5.8254 1.9348 -3.8092
N -2.5603 -0.2518 -2.5836
H 1.2439 2.3498 3.8225
H -1.4512 1.8172 2.9025
H -0.5513 -1.7354 6.9923
O 3.5267 1.0697 -4.4442
O -1.4913 2.0337 -2.3820
P -2.3317 1.2646 -3.3177
H -3.0117 -2.2737 -2.5910
O -0.7056 -1.6788 2.8714
N 0.1718 0.5965 3.5761
C -3.7904 2.2920 -5.3520
C -1.1264 -0.1779 -5.3495
H 0.1357 -3.6015 4.0010
H 3.6611 -3.1664 0.4586
H -0.9401 0.5370 1.7868
H 1.3743 -0.1582 0.5836
H -4.0043 -0.0027 -1.0043
N -3.8077 1.4144 -4.1675
H -0.5909 -0.8958 -4.7172
S 3.0697 0.9875 -0.5266
H 0.0514 1.9704 1.9805
C 2.3015 -1.8454 -0.3599
H -1.9823 -2.3342 6.1397
H -0.5284 -0.0142 -6.2483
C -4.8766 1.9086 -3.2725
S 3.6277 0.4428 -3.1397
H -2.1177 -1.0181 7.3212
*
```